No. 1
Entry from the Open Molecules 2025 dataset: one molecule with the formula C4H10O (ωB97M-V/def2-TZVPD).

Geometry as XYZ:
```
15
C4H10O, DFT ωB97M-V/def2-TZVPD
O 0.72310 -0.60557 0.22990
C -0.69603 0.54957 1.67255
C -0.37837 0.27833 0.12355
C 1.74583 -0.24496 -0.64078
C -1.19505 -0.47493 -0.99765
H 2.41697 -1.10240 -0.65371
H -1.78200 0.15848 -1.65923
H -0.49317 -1.02276 -1.69153
H -1.07787 -0.33205 2.19119
H 1.43891 -0.02023 -1.68139
H 2.21611 0.63504 -0.20372
H 0.28661 0.75437 2.14903
H -1.31548 1.41669 1.95288
H -0.11344 1.31983 -0.19975
H -1.77610 -1.30943 -0.59134
```

For the largest force on an atom, the calculation gives 1.3 eV Å⁻¹. For the HOMO-LUMO gap, the calculation gives 10.7 eV. The relative energy (zero: lowest compared OMol25 entry of this formula, charge and spin) comes out at 36.0 kcal/mol. The HOMO energy comes out at -9.555 eV.

No. 2
Entry from the Open Molecules 2025 dataset: a 28-piece molecular cluster, C28H112N56O28 overall (ωB97M-V/def2-TZVPD).

Geometry as XYZ:
```
224
C28H112N56O28, DFT ωB97M-V/def2-TZVPD
O 16.94083 -27.00658 -22.55621
O 21.04893 -22.23388 -15.02836
O 9.42676 -30.14232 -21.28125
O 16.40830 -31.98187 -18.19228
O 12.30465 -21.22710 -13.53269
O 12.11786 -30.84645 -16.82843
O 20.12308 -25.13146 -18.74386
O 16.24531 -23.23091 -21.12976
O 12.96395 -23.52184 -20.87809
O 7.38731 -29.70543 -14.12795
O 15.36518 -25.17437 -25.94844
O 20.30847 -26.11784 -14.07514
O 11.86150 -23.68801 -10.80384
O 15.63791 -21.54225 -16.36278
O 6.18692 -29.64783 -19.61223
O 13.04460 -26.89577 -19.46519
O 7.03902 -32.25078 -16.42148
O 13.36016 -25.39062 -14.81654
O 14.16508 -28.72864 -13.30078
O 17.64741 -22.97610 -14.01568
O 5.29844 -26.09060 -14.88680
O 16.17243 -28.30319 -15.71356
O 17.59191 -28.75215 -18.62200
O 9.78507 -22.95430 -17.32860
O 16.51059 -21.93295 -25.62956
O 8.13144 -25.33227 -21.43699
O 11.96804 -29.43793 -23.54821
O 9.48018 -27.86697 -16.79401
N 14.84974 -30.30938 -18.01962
N 19.49193 -23.33684 -16.14207
N 9.67301 -29.39734 -19.26847
N 11.51421 -20.23321 -15.31279
N 15.00322 -27.88896 -21.99710
N 12.07393 -28.06262 -13.17021
N 16.57610 -29.44676 -13.87730
N 20.16552 -25.81720 -11.81719
N 17.96451 -29.85015 -20.35276
N 12.61031 -30.38468 -25.45008
N 13.31585 -31.20643 -14.92959
N 19.70065 -28.97858 -19.43479
N 12.86375 -23.81796 -23.03879
N 18.94332 -26.51405 -17.60484
N 14.61859 -26.49772 -18.05544
N 15.21236 -22.81323 -19.20281
N 6.34406 -28.88777 -17.61089
N 7.32519 -26.31242 -19.66724
N 13.29382 -28.16455 -11.29372
N 9.91934 -22.83013 -19.48186
N 4.42022 -29.49922 -18.42165
N 17.71487 -29.94282 -15.60884
N 7.54925 -30.71641 -12.24927
N 21.35248 -22.83264 -17.02199
N 4.50156 -25.72077 -16.95976
N 17.38181 -21.76050 -23.52993
N 13.37944 -26.12905 -26.45480
N 18.34714 -26.14813 -19.55918
N 16.68568 -24.22704 -12.51802
N 11.62680 -23.64979 -18.32054
N 16.56225 -22.13319 -12.27141
N 6.54734 -25.82399 -16.59799
N 12.27444 -25.41484 -21.81873
N 8.61390 -30.81921 -16.32523
N 9.89462 -25.95112 -15.71260
N 14.55011 -26.82878 -24.78066
N 8.63961 -32.16186 -18.06350
N 15.14138 -20.40787 -14.53154
N 11.59816 -32.16505 -15.15522
N 14.27218 -32.32332 -18.53114
N 9.34421 -30.24789 -13.07545
N 17.30053 -22.70038 -19.27578
N 15.42920 -24.93175 -15.56900
N 8.78538 -27.35332 -14.77158
N 15.67382 -23.05408 -23.83233
N 16.71853 -19.65853 -15.90253
N 11.79127 -25.00870 -12.48453
N 13.87336 -23.62703 -15.98400
N 11.01978 -28.77418 -20.86139
N 15.45215 -25.98196 -21.21945
N 13.58708 -23.90005 -12.15867
N 12.44727 -26.95573 -17.44486
N 11.68931 -28.44303 -25.45000
N 11.20304 -22.39898 -15.10334
N 18.58253 -26.86290 -12.77031
N 6.05987 -26.21873 -21.51902
C 12.82089 -24.24754 -21.85207
C 10.07825 -29.51708 -20.48111
C 10.37948 -23.18734 -18.33404
C 5.44581 -25.94873 -16.08678
C 13.39828 -26.83470 -18.35716
C 13.20506 -28.30617 -12.63111
C 8.03703 -30.15488 -13.27751
C 15.92380 -26.99680 -21.95396
C 14.45773 -25.96894 -25.72947
C 18.40314 -29.20829 -19.39416
C 16.90742 -23.11164 -13.06226
C 15.25535 -31.55141 -18.21993
C 14.18804 -24.69596 -15.36388
C 12.37636 -31.36364 -15.72901
C 5.64609 -29.35507 -18.60348
C 11.73771 -21.30363 -14.62315
C 19.69658 -26.21290 -12.99617
C 16.81226 -29.10845 -15.09700
C 12.09542 -29.39086 -24.77422
C 15.85397 -20.59573 -15.64667
C 16.56526 -22.31934 -24.43971
C 7.97982 -31.75050 -16.96775
C 9.34770 -27.08440 -15.84174
C 20.67502 -22.85822 -15.93547
C 12.37126 -24.08735 -11.81506
C 19.19368 -25.86579 -18.65080
C 7.24582 -25.97233 -20.94271
C 16.25507 -22.90019 -19.96079
H 17.27948 -29.60994 -13.17111
H 17.21505 -19.60570 -16.78046
H 19.44099 -26.28445 -16.75648
H 14.17266 -27.87428 -21.42260
H 16.00414 -25.13965 -21.14258
H 13.39955 -25.43176 -27.18521
H 8.92484 -26.73342 -13.98649
H 14.49372 -26.21659 -21.00385
H 8.25480 -28.20906 -14.69231
H 12.23703 -27.92447 -14.15733
H 18.12019 -29.70706 -16.50340
H 5.75649 -25.71457 -22.33992
H 20.34757 -29.07491 -20.20442
H 13.84444 -30.35290 -15.03996
H 18.24549 -22.72159 -19.63174
H 18.29481 -27.28821 -17.61917
H 12.92815 -27.03229 -26.47903
H 22.23593 -22.35846 -17.14351
H 15.03596 -23.66003 -24.32837
H 20.91522 -23.41550 -17.72140
H 12.47459 -27.73622 -10.88691
H 20.95774 -25.19119 -11.84169
H 11.98368 -25.81870 -20.93983
H 17.86900 -27.02416 -19.40410
H 12.52643 -24.26306 -23.88033
H 13.32639 -32.05218 -18.30295
H 15.20310 -28.65847 -22.62001
H 18.09333 -27.27453 -13.55220
H 9.42242 -30.36916 -16.72998
H 14.42357 -21.09674 -14.35749
H 11.50220 -27.05316 -17.78756
H 10.79395 -25.14105 -12.39548
H 12.04310 -23.82174 -17.41654
H 15.66226 -29.14357 -13.57224
H 9.48762 -25.31507 -15.04187
H 15.19928 -19.53782 -14.02186
H 8.99476 -22.42579 -19.52387
H 13.85837 -30.11897 -18.05151
H 11.42127 -27.42736 -12.73366
H 15.71849 -25.88678 -15.41303
H 17.12686 -22.54361 -18.29325
H 8.38610 -33.00003 -18.56679
H 10.68339 -32.29121 -15.56433
H 11.93965 -19.37226 -14.99997
H 7.30802 -28.86656 -17.91161
H 3.83106 -30.02975 -19.04738
H 9.92249 -28.61354 -18.68234
H 17.00286 -30.15876 -20.34328
H 10.46785 -22.96206 -20.31961
H 15.62022 -29.66037 -17.94726
H 3.99625 -28.67141 -18.02785
H 17.85178 -30.78261 -15.06468
H 15.20623 -26.05752 -18.74899
H 11.81276 -32.46960 -14.21644
H 12.74618 -30.16216 -26.42584
H 12.91600 -23.32559 -15.87127
H 16.36463 -24.27448 -11.56157
H 6.60453 -26.96991 -19.40559
H 6.00157 -28.88966 -16.66074
H 14.74449 -26.39294 -17.05882
H 13.74650 -27.27942 -24.36685
H 3.53694 -25.71133 -16.66056
H 14.54331 -22.90501 -16.20749
H 15.28769 -22.56327 -18.22713
H 12.36257 -25.42471 -13.20609
H 18.45145 -25.65601 -20.43500
H 8.91916 -30.05389 -19.12445
H 4.73218 -25.14105 -17.75402
H 18.91105 -23.22859 -15.32295
H 8.21221 -26.10362 -19.23171
H 9.54989 -31.76146 -18.24000
H 14.04795 -23.14900 -11.66509
H 11.30329 -28.79899 -26.31278
H 17.32184 -22.25436 -22.65095
H 10.41800 -25.43889 -16.40816
H 16.89208 -18.99422 -15.16181
H 10.48896 -22.31198 -15.81229
H 13.53055 -31.91172 -14.23925
H 13.10513 -22.83876 -22.98372
H 18.63889 -30.05427 -21.07639
H 6.57872 -30.99549 -12.26595
H 18.20783 -21.25407 -23.81507
H 11.27011 -28.87326 -21.83484
H 18.15571 -26.88007 -11.85509
H 13.87950 -24.26937 -13.05209
H 7.32567 -25.55511 -16.01318
H 11.48836 -20.24975 -16.32233
H 6.66644 -25.71784 -17.59532
H 12.66216 -26.85627 -16.46302
H 8.24771 -31.05275 -11.60187
H 11.76644 -25.56655 -22.67838
H 8.05542 -30.30977 -15.65539
H 14.34313 -22.58820 -19.66531
H 9.96636 -29.67095 -13.62333
H 15.63722 -23.33495 -22.86287
H 11.05156 -27.82283 -24.97175
H 11.67673 -28.24525 -20.30573
H 17.05813 -25.01685 -13.02555
H 14.56674 -33.26021 -18.76686
H 16.01470 -24.11175 -15.49903
H 20.14460 -28.45523 -18.69376
H 12.48164 -31.33300 -25.12723
H 15.39947 -26.72465 -24.24415
H 11.34193 -23.22978 -14.54604
H 16.31954 -22.45066 -11.34383
H 19.45646 -25.67560 -11.11201
H 5.32763 -26.44686 -20.86184
H 14.15104 -28.13485 -10.76044
H 17.20755 -21.35688 -12.30348
H 19.15206 -23.70392 -17.01947
H 9.63600 -30.71069 -12.22647
H 12.25429 -23.48957 -19.09560
```

For the largest force on an atom, the calculation gives 10.8 eV Å⁻¹. For the HOMO-LUMO gap, the calculation gives 7.5 eV. The relative energy (zero: lowest compared OMol25 entry of this formula, charge and spin) comes out at 492.4 kcal/mol. The HOMO energy comes out at -8.086 eV.

No. 3
Entry from the Open Molecules 2025 dataset: one molecule with the formula C4H10OSSi (ωB97M-V/def2-TZVPD).

Geometry as XYZ:
```
17
C4H10OSSi, DFT ωB97M-V/def2-TZVPD
S -1.47890 0.81112 0.94709
Si 0.06499 -0.96558 0.29575
O 1.43163 -0.41430 0.76697
C 2.19862 1.50605 -0.28668
C -3.02351 0.14980 0.39956
C 2.58203 0.09682 0.12168
C -3.12865 -0.90742 -0.41036
H 2.20901 2.16795 0.56204
H 1.25434 1.47640 -0.68977
H -2.43560 -1.75242 -0.64243
H 2.61011 -0.47504 -0.76386
H 2.82233 1.97810 -0.97836
H -0.41973 -2.15383 0.96613
H -3.82939 0.75941 0.54442
H 3.47427 0.18836 0.88675
H -4.14982 -1.24527 -0.61658
H -0.18174 -1.22015 -1.10235
```

For the largest force on an atom, the calculation gives 4.5 eV Å⁻¹. For the HOMO-LUMO gap, the calculation gives 8.8 eV. The relative energy (zero: lowest compared OMol25 entry of this formula, charge and spin) comes out at 40.9 kcal/mol. The HOMO energy comes out at -8.124 eV.

No. 4
Entry from the Open Molecules 2025 dataset: a 2-piece molecular cluster, C6H12O overall (ωB97M-V/def2-TZVPD).

Geometry as XYZ:
```
19
C6H12O, DFT ωB97M-V/def2-TZVPD
O 1.17949 1.23610 0.76284
C -1.04119 0.97036 1.90073
C -0.57502 -1.64198 -0.73888
C 0.30644 -0.64173 -0.77443
C 0.95072 -0.16457 -2.05270
C 0.93825 -0.13839 0.48900
C 0.37537 0.50265 1.68749
H 0.29034 -0.26416 -2.92086
H -0.94337 1.05695 -0.96158
H 0.89527 0.25405 2.61779
H -1.50269 1.30423 0.97241
H 1.81607 -0.76402 0.64666
H 1.31680 0.86897 -2.01244
H -1.04851 1.81199 2.60283
H -1.64524 0.16634 2.33435
H -1.16923 0.33205 -0.89626
H 1.80627 -0.82781 -2.19826
H -1.00264 -1.97804 0.20103
H -0.94714 -2.08299 -1.65971
```

For the largest force on an atom, the calculation gives 1.9 eV Å⁻¹. For the HOMO-LUMO gap, the calculation gives 10.1 eV. The relative energy (zero: lowest compared OMol25 entry of this formula, charge and spin) comes out at 89.6 kcal/mol. The HOMO energy comes out at -8.964 eV.

No. 5
Entry from the Open Molecules 2025 dataset: a 2-piece molecular cluster, H3N3O2 overall (ωB97M-V/def2-TZVPD).

Geometry as XYZ:
```
8
H3N3O2, DFT ωB97M-V/def2-TZVPD
O 2.41669 0.08720 -0.02530
O -0.65253 1.64371 0.02353
N -0.84040 -1.04298 0.15393
N 0.21459 -0.24081 0.04354
N 1.37587 -0.49466 0.06532
H -0.93244 -1.74838 -0.57913
H 0.08222 2.25544 0.07022
H -1.66400 -0.45952 0.24789
```

For the largest force on an atom, the calculation gives 2.9 eV Å⁻¹. For the HOMO-LUMO gap (spin up / spin down), the calculation gives 7.7 / 7.7 eV. The relative energy (zero: lowest compared OMol25 entry of this formula, charge and spin) comes out at 65.7 kcal/mol. The HOMO energy (spin up / spin down) comes out at -9.283 / -9.299 eV.

- Among the records above, which one has the lowest relative energy (zero: lowest compared OMol25 entry of this formula, charge and spin)?
  C4H10O